Entry 1:
Below is one molecule with the formula C4H4O2 in a non-equilibrium geometry, with properties calculated with ωB97M-V/def2-TZVPD.

The LUMO energy is 0.678 eV. As for the net charge: 0. The calculation puts the gap between HOMO and LUMO at 9.917 eV. The calculation puts the relative energy (zero: lowest compared OMol25 entry of this formula, charge and spin) at 274.1 kJ/mol. Its SMILES is COc1cc1=O. The value obtained for the maximum force is 0.072 hartree/bohr.

```
10
Properties=species:S:1:pos:R:3:forces:R:3
C 1.008 1.021 0.444 0.829 -0.185 -0.142
C 0.658 -0.026 -0.307 1.487 -1.907 0.652
C 2.092 0.202 -0.057 -1.948 1.004 -0.962
C -1.564 -0.556 -0.176 -0.341 -1.296 3.467
O 3.254 0.011 -0.253 0.248 -0.352 0.305
O -0.272 -0.931 -0.583 0.434 0.894 -0.478
H 0.719 1.789 1.114 -0.399 0.565 0.426
H -2.270 -0.908 -0.817 -1.629 -1.452 -2.344
H -1.749 0.484 -0.191 0.328 1.338 0.566
H -1.876 -1.086 0.826 0.991 1.391 -1.492
```
Positions in Å, forces in eV/Å.

Entry 2:
Below is one molecule with the formula C4H4O2, with properties calculated with ωB97M-V/def2-TZVPD.

The LUMO energy is 0.203 eV. As for the net charge: 0. The calculation puts the gap between HOMO and LUMO at 9.659 eV. The calculation puts the relative energy (zero: lowest compared OMol25 entry of this formula, charge and spin) at 148.7 kJ/mol. Its SMILES is C=C=C(O)C=O. The value obtained for the maximum force is 0.008 hartree/bohr.

```
10
Properties=species:S:1:pos:R:3:forces:R:3
O 1.607 0.083 -1.049 -0.012 0.222 -0.107
C 0.491 0.179 -0.292 -0.261 0.006 0.035
C 0.369 1.380 0.558 0.220 0.323 -0.098
O 1.162 2.292 0.446 -0.216 -0.328 0.134
C -0.497 -0.687 -0.289 0.074 -0.186 0.173
C -1.367 -1.608 0.003 0.130 0.133 0.054
H 2.044 0.948 -0.965 0.070 -0.047 -0.009
H -1.063 -2.274 0.804 -0.299 -0.256 -0.065
H -0.459 1.385 1.290 0.082 0.065 -0.180
H -2.333 -1.738 -0.478 0.212 0.069 0.063
```
Positions in Å, forces in eV/Å.

Entry 3:
Below is one molecule with the formula C4H4O2, with properties calculated with ωB97M-V/def2-TZVPD.

The LUMO energy is 0.612 eV. As for the net charge: 0. The calculation puts the gap between HOMO and LUMO at 9.442 eV. The calculation puts the relative energy (zero: lowest compared OMol25 entry of this formula, charge and spin) at 228.8 kJ/mol. The value obtained for the maximum force is 0.014 hartree/bohr.

```
10
Properties=species:S:1:pos:R:3:forces:R:3
O 2.014 -0.394 -0.126 -0.682 0.127 0.043
C 0.833 -0.161 -0.044 0.380 -0.154 -0.042
C 0.056 0.483 1.088 -0.050 0.151 0.034
C -1.320 0.817 0.542 0.306 -0.145 -0.186
O -1.371 0.312 -0.670 -0.180 0.073 0.263
C -0.227 -0.477 -1.084 0.144 -0.134 -0.034
H 0.519 1.393 1.482 0.040 -0.124 -0.018
H -0.023 -0.211 1.939 -0.066 0.119 -0.144
H -0.526 -1.527 -1.015 0.134 0.028 -0.098
H 0.046 -0.235 -2.112 -0.027 0.059 0.181
```
Positions in Å, forces in eV/Å.

Entry 4:
Below is one molecule with the formula C4H4O2, with properties calculated with ωB97M-V/def2-TZVPD.

The LUMO energy is 0.576 eV. As for the net charge: 0. The calculation puts the gap between HOMO and LUMO at 10.863 eV. The calculation puts the relative energy (zero: lowest compared OMol25 entry of this formula, charge and spin) at 228.6 kJ/mol. Its SMILES is C#C[C@@H](O)C=O. The value obtained for the maximum force is 0.014 hartree/bohr.

```
10
Properties=species:S:1:pos:R:3:forces:R:3
O -0.770 1.711 0.390 0.071 0.054 -0.186
C -0.256 0.469 0.724 0.078 -0.124 0.082
C -0.884 -0.613 -0.166 -0.315 0.011 -0.463
O -1.410 -0.288 -1.203 -0.108 -0.251 0.599
C 1.120 0.152 0.258 0.365 -0.478 -0.438
C 1.882 -0.518 -0.400 -0.133 0.369 0.332
H -1.160 1.579 -0.495 0.042 0.203 0.094
H -0.374 0.292 1.797 0.025 -0.072 -0.169
H -0.682 -1.660 0.118 -0.208 0.089 -0.025
H 2.512 -1.119 -1.017 0.184 0.198 0.173
```
Positions in Å, forces in eV/Å.

Entry 5:
Below is one molecule with the formula C4H4O2, with properties calculated with ωB97M-V/def2-TZVPD.

The LUMO energy is 0.833 eV. As for the net charge: 0. The calculation puts the gap between HOMO and LUMO at 11.432 eV. The calculation puts the relative energy (zero: lowest compared OMol25 entry of this formula, charge and spin) at 193.6 kJ/mol. Its SMILES is C#CCOC=O. The value obtained for the maximum force is 0.014 hartree/bohr.

```
10
Properties=species:S:1:pos:R:3:forces:R:3
O 1.675 -2.162 0.403 -0.120 0.603 -0.376
C 1.323 -1.149 -0.128 0.306 -0.479 0.339
O 0.164 -1.066 -0.848 0.095 -0.117 -0.085
C -0.902 -0.396 -0.185 -0.234 0.032 0.114
C -0.635 1.020 0.087 0.141 0.530 0.102
C -0.414 2.177 0.330 -0.104 -0.431 -0.087
H 1.908 -0.213 -0.122 -0.148 -0.135 0.038
H -1.770 -0.496 -0.839 0.121 0.017 0.061
H -1.118 -0.919 0.754 -0.051 0.084 -0.074
H -0.231 3.204 0.547 -0.006 -0.105 -0.032
```
Positions in Å, forces in eV/Å.

Entry 6:
Below is one molecule with the formula C4H4O2, with properties calculated with ωB97M-V/def2-TZVPD.

The LUMO energy (spin up / spin down) is 0.033 / 0.032 eV. As for the net charge: 0. The calculation puts the gap between HOMO and LUMO (spin up / spin down) at 8.195 / 8.194 eV. The calculation puts the relative energy (zero: lowest compared OMol25 entry of this formula, charge and spin) at 564.0 kJ/mol. The value obtained for the maximum force is 0.015 hartree/bohr.

```
10
Properties=species:S:1:pos:R:3:forces:R:3
C 1.732 0.519 -0.401 0.201 0.130 0.127
O 0.662 -0.113 -1.147 -0.315 -0.204 0.026
C -0.240 -0.776 -0.482 0.429 0.121 -0.089
O -0.151 -0.768 0.840 -0.078 -0.011 -0.148
C -1.552 -0.575 0.408 -0.700 0.170 0.283
C -2.690 -0.263 0.718 0.390 -0.123 -0.140
H 2.374 0.966 -1.157 -0.078 -0.073 0.113
H 1.319 1.281 0.260 0.064 -0.082 -0.073
H 2.280 -0.222 0.184 -0.071 0.100 -0.088
H -3.733 -0.049 0.777 0.159 -0.028 -0.009
```
Positions in Å, forces in eV/Å.

Entry 7:
Below is one molecule with the formula C4H4O2, with properties calculated with ωB97M-V/def2-TZVPD.

The LUMO energy is 0.231 eV. As for the net charge: 0. The calculation puts the gap between HOMO and LUMO at 10.481 eV. The calculation puts the relative energy (zero: lowest compared OMol25 entry of this formula, charge and spin) at 232.0 kJ/mol. Its SMILES is O=CC#CCO. The value obtained for the maximum force is 0.013 hartree/bohr.

```
10
Properties=species:S:1:pos:R:3:forces:R:3
O -0.035 2.229 1.073 0.022 0.269 0.013
C 0.646 1.067 0.671 0.218 -0.286 -0.121
C -0.151 0.244 -0.230 -0.265 -0.496 -0.139
C -0.681 -0.694 -0.777 0.346 0.331 0.493
C -1.191 -2.052 -0.797 0.094 -0.288 0.120
O -0.557 -2.935 -0.266 -0.331 0.139 -0.376
H 0.617 2.868 1.378 -0.099 -0.030 0.022
H 0.849 0.385 1.513 0.029 0.280 0.050
H 1.610 1.282 0.198 -0.080 0.070 -0.022
H -2.179 -2.234 -1.247 0.067 0.012 -0.040
```
Positions in Å, forces in eV/Å.

Entry 8:
Below is one molecule with the formula C4H4O2S in a non-equilibrium geometry, with properties calculated with ωB97M-V/def2-TZVPD.

The LUMO energy is 0.605 eV. As for the net charge: 0. The calculation puts the gap between HOMO and LUMO at 8.956 eV. The calculation puts the relative energy (zero: lowest compared OMol25 entry of this formula, charge and spin) at 297.8 kJ/mol. The value obtained for the maximum force is 0.083 hartree/bohr.

```
11
Properties=species:S:1:pos:R:3:forces:R:3
C 0.100 -0.762 1.177 -1.246 3.216 -2.536
C 0.064 -0.760 -0.306 0.766 -0.526 -0.185
C -0.316 0.295 1.859 -0.108 -1.126 -0.421
C -0.549 0.201 -1.210 -1.088 3.647 -0.633
O -0.809 1.145 2.447 0.024 0.796 0.410
O 1.664 1.623 -0.384 -0.105 0.092 0.564
S 1.284 0.479 -1.232 -0.476 -0.665 -0.112
H 0.345 -1.616 1.638 1.059 -2.748 1.853
H 0.167 -1.751 -0.787 -0.013 0.529 0.668
H -0.811 -0.079 -2.226 -0.309 -0.565 0.286
H -1.138 1.225 -0.975 1.494 -2.651 0.107
```
Positions in Å, forces in eV/Å.

Entry 9:
Below is one molecule with the formula C4H4O2S in a non-equilibrium geometry, with properties calculated with ωB97M-V/def2-TZVPD.

The LUMO energy is -1.804 eV. As for the net charge: 0. The calculation puts the gap between HOMO and LUMO at 7.269 eV. The calculation puts the relative energy (zero: lowest compared OMol25 entry of this formula, charge and spin) at 268.8 kJ/mol. Its SMILES is CC(=O)C(=O)C=S. The value obtained for the maximum force is 0.122 hartree/bohr.

```
11
Properties=species:S:1:pos:R:3:forces:R:3
C 1.129 1.730 -1.871 -3.268 1.635 1.595
C 1.004 0.636 -0.913 4.868 -3.607 -1.536
C -0.186 0.324 -0.279 -3.117 -1.952 3.136
C -0.179 -0.965 0.525 -0.879 -2.263 3.321
H 1.186 2.666 -1.297 0.180 -0.066 -0.066
H 0.168 1.879 -2.446 1.153 -0.508 0.400
H 1.972 1.596 -2.408 2.600 -0.268 -2.092
H 0.656 -1.734 0.381 -1.620 1.281 -0.048
O 1.811 -0.321 -0.731 -0.002 3.264 -1.286
O -1.156 0.996 -0.330 -2.068 1.562 -0.353
S -1.239 -1.260 1.843 2.153 0.919 -3.070
```
Positions in Å, forces in eV/Å.

Entry 10:
Below is C4H4O2Tl as an isolated structure in a non-equilibrium geometry, with properties calculated with ωB97M-V/def2-TZVPD.

The LUMO energy (spin up / spin down) is -15.876 / -18.652 eV. As for the net charge: +3. The calculation puts the gap between HOMO and LUMO (spin up / spin down) at 9.086 / 6.268 eV. The calculation puts the relative energy (zero: lowest compared OMol25 entry of this formula, charge and spin) at 74.9 kJ/mol. The value obtained for the maximum force is 0.154 hartree/bohr.

```
11
Properties=species:S:1:pos:R:3:forces:R:3
H 1.155 -1.516 0.031 3.916 0.223 0.259
O 2.195 -1.173 0.227 -1.660 1.602 0.754
C 2.129 0.004 0.686 -1.712 -4.280 -1.833
C 0.739 0.560 0.723 0.580 1.458 0.859
C -0.346 -0.376 0.175 -1.115 2.063 -1.079
C -1.255 0.120 -0.662 1.964 -2.585 0.420
O -1.900 0.168 -1.667 4.987 -2.638 1.062
Tl -3.437 1.295 -1.867 -6.516 4.236 -1.403
H 0.809 1.520 0.187 -0.298 -0.088 0.119
H 0.538 0.814 1.775 -0.164 0.107 0.083
H -0.626 -1.415 0.393 0.019 -0.098 0.760
```
Positions in Å, forces in eV/Å.